{
  "formula": "C22H54NO15P4",
  "method": "the ωB97M-V functional and the def2-TZVPD basis",
  "charge": 1,
  "symbols": ["O", "P", "O", "O", "N", "C", "C", "C", "C", "H", "H", "H", "H", "H", "H", "H", "H", "H", "O", "P", "O", "C", "C", "O", "C", "C", "O", "C", "C", "H", "H", "H", "H", "H", "H", "H", "H", "H", "H", "H", "H", "H", "H", "H", "O", "P", "O", "C", "C", "O", "C", "C", "O", "C", "C", "H", "H", "H", "H", "H", "H", "H", "H", "H", "H", "H", "H", "H", "H", "H", "O", "P", "O", "C", "C", "O", "C", "C", "O", "C", "C", "H", "H", "H", "H", "H", "H", "H", "H", "H", "H", "H", "H", "H", "H", "H"],
  "xyz": [[-3.74, 1.08, 1.63], [-2.53, 0.49, 0.96], [-2.06, -0.84, 1.89], [-2.95, -0.10, -0.54], [-1.14, 1.57, 0.92], [-1.00, 2.37, 1.96], [0.33, 3.23, 1.76], [1.13, 2.13, 0.92], [-0.03, 1.71, -0.10], [-1.07, -0.81, 1.94], [-3.41, -0.95, -0.34], [-1.70, 2.45, 2.84], [0.21, 4.24, 1.28], [0.82, 3.17, 2.77], [1.47, 1.35, 1.66], [2.08, 2.43, 0.41], [0.13, 0.73, -0.65], [-0.25, 2.57, -0.79], [-4.53, 6.43, -3.58], [-3.76, 5.69, -2.48], [-5.04, 4.84, -1.86], [-5.48, 3.69, -2.56], [-4.49, 2.54, -2.45], [-3.68, 6.99, -1.45], [-3.80, 8.33, -1.94], [-5.23, 8.81, -1.85], [-2.68, 4.86, -1.44], [-2.58, 5.11, -0.04], [-3.85, 4.94, 0.77], [-5.67, 3.93, -3.61], [-6.44, 3.39, -2.11], [-3.56, 2.78, -2.96], [-4.90, 1.63, -2.88], [-4.24, 2.35, -1.40], [-3.41, 8.40, -2.96], [-3.16, 8.96, -1.32], [-5.95, 8.08, -2.23], [-5.36, 9.74, -2.41], [-5.51, 8.99, -0.81], [-2.13, 6.09, 0.12], [-1.84, 4.38, 0.33], [-4.59, 5.70, 0.52], [-3.63, 5.04, 1.84], [-4.30, 3.96, 0.60], [0.93, -1.50, -2.67], [0.79, -2.66, -3.67], [0.65, -3.86, -2.53], [-0.62, -4.05, -1.93], [-1.62, -4.65, -2.90], [2.43, -2.72, -3.97], [3.25, -1.57, -3.78], [3.89, -1.59, -2.40], [0.60, -3.81, -4.90], [1.61, -4.77, -5.26], [2.11, -5.68, -4.16], [-0.99, -3.10, -1.53], [-0.48, -4.72, -1.08], [-1.85, -3.96, -3.71], [-2.55, -4.90, -2.39], [-1.22, -5.56, -3.35], [2.69, -0.65, -3.96], [4.04, -1.60, -4.54], [3.17, -1.82, -1.61], [4.35, -0.62, -2.18], [4.66, -2.36, -2.35], [2.45, -4.25, -5.74], [1.16, -5.39, -6.04], [2.66, -5.14, -3.40], [2.78, -6.44, -4.58], [1.28, -6.19, -3.67], [1.36, -1.98, 4.46], [2.46, -2.99, 4.80], [3.75, -1.99, 4.53], [4.08, -1.03, 5.53], [4.67, -1.68, 6.77], [2.36, -3.81, 3.36], [1.17, -3.77, 2.58], [1.25, -2.67, 1.53], [3.49, -4.21, 5.39], [4.33, -5.01, 4.55], [5.33, -4.27, 3.68], [3.20, -0.44, 5.79], [4.82, -0.35, 5.09], [3.93, -2.30, 7.28], [5.03, -0.93, 7.47], [5.51, -2.34, 6.51], [0.29, -3.65, 3.22], [1.06, -4.74, 2.08], [1.62, -1.73, 1.95], [0.28, -2.50, 1.07], [1.96, -2.95, 0.75], [3.72, -5.68, 3.95], [4.90, -5.65, 5.23], [4.84, -3.68, 2.91], [6.00, -4.97, 3.18], [5.94, -3.58, 4.28]],
  "mulliken_charge": [-0.63, 0.83, -0.45, -0.41, 0.50, -0.18, -0.59, -0.51, -0.36, 0.27, 0.33, 0.42, 0.33, 0.42, 0.12, 0.41, 0.41, 0.17, -0.73, 1.09, -0.26, -0.48, -0.74, -0.38, -0.39, -1.08, -0.41, 0.47, -1.06, 0.31, 0.34, 0.26, 0.47, 0.00, 0.36, 0.35, 0.29, 0.36, 0.30, 0.41, -0.52, 0.32, 0.43, 0.19, -0.69, 1.15, -0.27, -0.10, -1.16, -0.37, -0.39, -0.75, -0.45, -0.24, -0.84, 0.13, 0.27, 0.32, 0.43, 0.24, 0.30, 0.34, -0.01, 0.36, 0.32, 0.27, 0.38, 0.18, 0.42, 0.19, -0.76, 1.14, -0.26, -0.35, -1.01, -0.33, -0.74, -0.31, -0.43, -0.20, -0.87, 0.29, 0.31, 0.31, 0.40, 0.20, 0.41, 0.35, 0.25, -0.04, 0.24, 0.26, 0.37, 0.20, 0.40, 0.19]
}

=====

{
  "formula": "C22H55F9O16",
  "method": "the ωB97M-V functional and the def2-TZVPD basis",
  "symbols": ["C", "O", "H", "H", "H", "H", "C", "O", "H", "H", "H", "H", "C", "O", "H", "H", "H", "H", "C", "O", "H", "H", "H", "H", "C", "O", "H", "H", "H", "H", "C", "O", "H", "H", "H", "H", "C", "O", "H", "H", "H", "H", "C", "O", "H", "H", "H", "H", "C", "O", "H", "H", "H", "H", "C", "O", "H", "H", "H", "H", "C", "C", "O", "C", "O", "C", "F", "F", "F", "H", "H", "H", "H", "H", "C", "C", "O", "C", "O", "C", "F", "F", "F", "H", "H", "H", "H", "H", "C", "C", "O", "C", "O", "C", "F", "F", "F", "H", "H", "H", "H", "H"],
  "xyz": [[1.04, -0.83, 4.64], [1.96, 0.08, 5.22], [1.47, -1.82, 4.42], [0.16, -0.95, 5.26], [0.67, -0.42, 3.68], [2.00, -0.17, 6.15], [-1.77, 2.83, 0.47], [-2.65, 3.72, -0.25], [-2.24, 2.46, 1.41], [-1.42, 1.95, -0.08], [-0.91, 3.47, 0.69], [-3.29, 3.27, -0.79], [-1.36, -2.00, -3.35], [-0.01, -1.76, -3.84], [-1.82, -2.71, -4.02], [-1.27, -2.49, -2.37], [-1.88, -1.04, -3.41], [0.41, -2.63, -3.80], [-1.78, 2.94, -3.08], [-1.54, 2.60, -4.40], [-1.05, 3.56, -2.60], [-2.76, 3.39, -2.95], [-1.85, 2.01, -2.45], [-0.65, 2.22, -4.42], [-4.53, -3.61, 3.12], [-3.93, -4.42, 4.13], [-5.61, -3.90, 3.05], [-4.46, -2.56, 3.44], [-4.03, -3.78, 2.18], [-3.92, -3.84, 4.92], [1.82, 1.34, -5.82], [0.89, 1.10, -4.77], [2.83, 1.19, -5.44], [1.63, 0.67, -6.68], [1.73, 2.39, -6.15], [0.74, 0.15, -4.77], [-3.43, -0.19, 5.39], [-4.01, -1.45, 5.77], [-3.82, 0.06, 4.39], [-3.59, 0.67, 6.04], [-2.37, -0.42, 5.28], [-4.82, -1.24, 6.21], [-1.07, -3.90, 5.61], [-0.98, -4.63, 4.34], [-1.45, -2.86, 5.46], [-1.73, -4.41, 6.34], [-0.04, -3.88, 5.98], [-1.85, -4.76, 3.94], [1.78, 2.94, 2.83], [2.85, 3.84, 2.85], [1.06, 3.23, 2.04], [2.12, 1.92, 2.61], [1.26, 2.91, 3.81], [3.44, 3.53, 3.56], [-4.81, 0.74, -1.72], [-4.76, 1.81, -0.77], [-4.52, 1.21, -2.68], [-4.08, -0.05, -1.53], [-5.84, 0.32, -1.80], [-5.38, 1.58, -0.08], [3.72, 3.83, -2.05], [2.93, 4.58, -3.09], [3.50, 4.17, -4.39], [2.97, 4.84, -5.38], [2.19, 5.70, -5.31], [3.75, 4.58, -6.69], [2.82, 4.51, -7.66], [4.65, 5.55, -6.92], [4.40, 3.40, -6.75], [3.37, 4.01, -1.02], [4.78, 4.12, -2.04], [3.64, 2.76, -2.25], [2.96, 5.66, -3.03], [1.88, 4.28, -2.99], [1.21, 0.90, -1.33], [1.27, -0.51, -0.80], [-0.05, -0.92, -0.30], [-0.41, -0.49, 0.86], [0.14, 0.28, 1.58], [-1.74, -1.19, 1.30], [-2.76, -0.34, 1.12], [-2.00, -2.34, 0.64], [-1.68, -1.53, 2.58], [0.27, 1.07, -1.88], [1.96, 0.95, -2.09], [1.28, 1.67, -0.54], [1.93, -0.40, 0.06], [1.60, -1.21, -1.54], [3.25, -3.38, 2.45], [3.54, -3.19, 0.94], [2.32, -3.52, 0.19], [2.22, -4.79, -0.19], [3.00, -5.65, -0.03], [0.98, -5.08, -0.93], [0.32, -3.96, -1.28], [1.28, -5.71, -2.07], [0.16, -5.83, -0.22], [2.27, -3.01, 2.77], [3.98, -2.74, 2.98], [3.42, -4.38, 2.82], [4.33, -3.89, 0.66], [3.77, -2.16, 0.62]],
  "mulliken_charge": [0.36, -0.54, 0.04, 0.22, -0.32, 0.31, 0.02, -0.56, 0.27, -0.13, 0.09, 0.27, -0.41, -0.48, 0.42, 0.10, 0.10, 0.27, -0.21, -0.60, 0.33, 0.42, -0.26, 0.31, -0.30, -0.58, 0.28, 0.10, 0.14, 0.31, -0.57, -0.34, 0.27, 0.38, 0.08, 0.21, -0.20, -0.46, 0.18, 0.37, -0.16, 0.27, -0.32, -0.51, -0.03, 0.29, 0.25, 0.34, 0.00, -0.56, -0.07, 0.07, 0.28, 0.31, -0.46, -0.47, 0.21, 0.07, 0.39, 0.25, -1.09, 0.02, -0.22, 0.25, -0.47, 0.93, -0.25, -0.25, -0.23, 0.38, 0.35, 0.19, 0.40, 0.03, -0.67, -0.39, 0.50, -0.05, -0.39, 0.40, -0.20, -0.21, -0.06, -0.25, 0.49, 0.13, 0.10, 0.59, -1.02, -0.36, -0.24, 0.17, -0.49, 1.08, -0.32, -0.29, -0.25, 0.06, 0.42, 0.41, 0.40, 0.37]
}

=====

{
  "formula": "C22H55FN15O30",
  "method": "the ωB97M-V functional and the def2-TZVPD basis",
  "charge": 1,
  "symbols": ["C", "C", "N", "F", "C", "C", "C", "C", "O", "O", "C", "C", "H", "H", "H", "H", "H", "H", "H", "H", "H", "H", "H", "H", "H", "C", "N", "O", "O", "H", "H", "H", "C", "N", "O", "O", "H", "H", "H", "C", "N", "O", "O", "H", "H", "H", "C", "N", "O", "O", "H", "H", "H", "C", "N", "O", "O", "H", "H", "H", "C", "N", "O", "O", "H", "H", "H", "C", "N", "O", "O", "H", "H", "H", "C", "N", "O", "O", "H", "H", "H", "C", "N", "O", "O", "H", "H", "H", "C", "N", "O", "O", "H", "H", "H", "C", "N", "O", "O", "H", "H", "H", "C", "N", "O", "O", "H", "H", "H", "C", "N", "O", "O", "H", "H", "H", "C", "N", "O", "O", "H", "H", "H"],
  "xyz": [[2.43, -0.05, 0.53], [2.21, 0.28, -0.59], [1.99, 0.57, -1.93], [1.65, -0.62, -2.58], [0.86, 1.53, -2.14], [1.15, 2.88, -1.48], [-0.10, 3.49, -0.82], [-1.33, 3.39, -1.69], [-1.30, 3.65, -2.87], [-2.50, 3.05, -1.07], [-2.60, 1.64, -0.79], [-2.66, 0.73, -2.03], [2.43, -0.58, 1.46], [2.87, 0.89, -2.38], [0.75, 1.65, -3.21], [-0.01, 1.04, -1.70], [1.96, 2.83, -0.76], [1.47, 3.57, -2.26], [-0.27, 3.09, 0.18], [0.11, 4.55, -0.69], [-1.82, 1.31, -0.10], [-3.53, 1.52, -0.25], [-3.68, 0.52, -2.33], [-2.20, -0.22, -1.74], [-2.08, 1.10, -2.87], [7.00, 0.05, 0.47], [5.65, 0.48, 0.00], [5.01, 1.23, 0.71], [5.26, 0.06, -1.07], [7.20, 0.51, 1.42], [6.99, -1.04, 0.55], [7.72, 0.36, -0.29], [0.43, -4.09, 2.06], [1.10, -3.08, 2.92], [1.69, -3.46, 3.90], [1.01, -1.91, 2.59], [0.59, -5.07, 2.49], [-0.63, -3.84, 2.05], [0.86, -4.00, 1.07], [0.90, 3.08, -6.86], [1.42, 2.48, -5.61], [0.94, 1.43, -5.22], [2.30, 3.07, -5.02], [0.13, 2.43, -7.25], [0.51, 4.07, -6.61], [1.74, 3.16, -7.55], [-3.38, -7.22, 1.92], [-2.16, -6.41, 2.20], [-1.22, -6.51, 1.43], [-2.18, -5.69, 3.18], [-3.21, -7.80, 1.03], [-3.53, -7.86, 2.78], [-4.20, -6.53, 1.79], [-6.80, -8.52, -1.64], [-5.83, -7.92, -0.69], [-6.18, -6.96, -0.03], [-4.73, -8.44, -0.62], [-7.72, -7.96, -1.58], [-6.36, -8.46, -2.63], [-6.96, -9.55, -1.33], [-0.88, 7.88, -6.07], [-0.08, 7.12, -7.07], [0.55, 6.15, -6.67], [-0.09, 7.51, -8.21], [-0.77, 7.41, -5.10], [-0.51, 8.90, -6.07], [-1.91, 7.85, -6.41], [9.86, -4.22, -0.05], [9.23, -2.90, 0.19], [8.03, -2.85, 0.34], [9.96, -1.93, 0.22], [9.09, -4.98, -0.05], [10.35, -4.17, -1.02], [10.58, -4.39, 0.74], [10.61, 1.73, 2.19], [9.45, 1.98, 3.11], [8.40, 1.43, 2.85], [9.65, 2.72, 4.04], [10.29, 1.05, 1.41], [10.92, 2.69, 1.79], [11.40, 1.29, 2.79], [-4.99, 3.21, -3.16], [-6.43, 2.87, -3.27], [-6.83, 2.43, -4.33], [-7.10, 3.04, -2.28], [-4.50, 3.01, -4.11], [-4.92, 4.27, -2.91], [-4.56, 2.61, -2.37], [-8.74, -7.69, 2.37], [-9.34, -8.30, 1.15], [-10.48, -8.01, 0.88], [-8.64, -9.06, 0.51], [-9.48, -7.05, 2.83], [-8.45, -8.51, 3.02], [-7.87, -7.13, 2.04], [-4.86, 3.76, 1.17], [-4.80, 3.16, 2.52], [-3.80, 2.50, 2.81], [-5.73, 3.35, 3.27], [-3.96, 3.50, 0.64], [-5.75, 3.36, 0.67], [-4.94, 4.84, 1.30], [-1.58, 4.44, 4.45], [-1.28, 5.82, 3.99], [-1.40, 6.06, 2.80], [-0.95, 6.63, 4.83], [-1.87, 3.85, 3.59], [-0.68, 4.05, 4.91], [-2.38, 4.50, 5.17], [-4.31, 7.57, 4.63], [-5.07, 7.22, 3.39], [-6.10, 7.79, 3.17], [-4.57, 6.35, 2.68], [-4.86, 8.34, 5.15], [-4.23, 6.67, 5.23], [-3.33, 7.92, 4.32], [7.68, -7.43, 3.28], [8.24, -6.63, 2.16], [8.61, -7.22, 1.16], [8.31, -5.43, 2.32], [7.68, -8.48, 2.99], [8.30, -7.26, 4.15], [6.67, -7.08, 3.45]],
  "mulliken_charge": [-0.13, -0.48, 0.61, -0.18, -0.36, -0.64, -0.35, -0.02, -0.58, -0.23, -0.55, -1.33, 0.55, 0.51, -0.04, 0.25, 0.51, 0.33, 0.35, 0.37, 0.70, 0.41, 0.48, 0.39, 0.26, -0.60, 1.02, -0.57, -0.59, 0.29, 0.28, 0.29, -0.75, 0.91, -0.50, -0.59, 0.35, 0.26, 0.30, -0.58, 1.05, -0.62, -0.55, 0.32, 0.18, 0.30, -0.76, 0.89, -0.53, -0.53, 0.34, 0.30, 0.29, -0.81, 0.97, -0.54, -0.56, 0.34, 0.30, 0.30, -0.65, 0.86, -0.58, -0.50, 0.26, 0.28, 0.29, -0.73, 0.92, -0.56, -0.57, 0.28, 0.31, 0.28, -0.63, 0.89, -0.58, -0.52, 0.21, 0.30, 0.28, -0.29, 0.94, -0.56, -0.55, 0.33, 0.31, -0.23, -0.68, 0.86, -0.51, -0.51, 0.30, 0.30, 0.23, 0.01, 1.10, -0.62, -0.59, -0.35, 0.36, 0.31, -0.55, 0.93, -0.51, -0.54, 0.10, 0.31, 0.25, -0.68, 0.86, -0.53, -0.52, 0.31, 0.23, 0.27, -0.72, 0.84, -0.53, -0.47, 0.31, 0.29, 0.28]
}

=====

{
  "formula": "C22H56AsFIN6O6P2S3",
  "method": "the ωB97M-V functional and the def2-TZVPD basis",
  "charge": -1,
  "symbols": ["C", "C", "I", "C", "As", "F", "S", "S", "C", "C", "O", "O", "C", "C", "C", "O", "C", "O", "C", "S", "H", "H", "H", "H", "H", "H", "H", "H", "H", "H", "H", "H", "H", "H", "H", "H", "H", "H", "H", "H", "O", "P", "N", "C", "C", "N", "C", "C", "N", "C", "C", "H", "H", "H", "H", "H", "H", "H", "H", "H", "H", "H", "H", "H", "H", "H", "H", "H", "H", "O", "P", "N", "C", "C", "N", "C", "C", "N", "C", "C", "H", "H", "H", "H", "H", "H", "H", "H", "H", "H", "H", "H", "H", "H", "H", "H", "H", "H"],
  "xyz": [[4.90, 4.46, 0.10], [6.35, 4.46, -0.41], [6.47, 5.07, -2.48], [7.12, 3.18, -0.11], [6.35, 1.47, -0.82], [7.00, 1.78, -2.52], [8.41, 0.37, -0.34], [5.55, 0.96, 1.31], [5.12, -0.80, 1.28], [3.96, -1.22, 0.39], [3.56, -2.36, 0.44], [3.37, -0.29, -0.38], [2.32, -0.84, -1.20], [1.75, 0.19, -2.17], [2.78, 1.15, -2.72], [0.57, 0.81, -1.60], [0.79, 2.04, -1.05], [0.59, 3.06, -1.65], [1.25, 2.09, 0.40], [-0.04, 1.34, 1.46], [4.23, 4.25, -0.73], [4.60, 5.45, 0.46], [4.74, 3.71, 0.87], [6.86, 5.26, 0.12], [7.16, 3.08, 0.98], [8.15, 3.25, -0.46], [5.79, 0.12, -1.32], [5.03, 2.16, -1.25], [9.08, 0.55, -1.49], [4.84, -1.16, 2.28], [6.01, -1.36, 0.99], [2.74, -1.65, -1.81], [1.53, -1.20, -0.54], [1.39, -0.40, -3.01], [2.34, 1.77, -3.50], [3.55, 0.55, -3.21], [3.30, 1.74, -1.97], [2.20, 1.57, 0.53], [1.37, 3.13, 0.69], [0.73, 0.58, 2.26], [-2.41, 0.24, 4.09], [-2.90, 0.73, 5.42], [-2.33, -0.52, 6.44], [-3.04, -1.53, 7.19], [-0.88, -0.70, 6.47], [-4.59, 0.73, 5.06], [-5.58, -0.03, 5.80], [-4.94, 0.73, 3.64], [-3.15, 1.83, 6.70], [-2.84, 1.62, 8.10], [-3.97, 3.01, 6.46], [-2.72, -1.53, 8.25], [-2.85, -2.54, 6.79], [-4.11, -1.39, 7.21], [-0.39, 0.15, 6.97], [-0.47, -0.78, 5.46], [-0.61, -1.60, 7.01], [-5.52, -1.10, 5.60], [-6.58, 0.30, 5.51], [-5.50, 0.16, 6.87], [-4.87, -0.26, 3.19], [-4.29, 1.40, 3.08], [-5.96, 1.10, 3.51], [-3.63, 1.06, 8.60], [-2.73, 2.58, 8.61], [-1.89, 1.11, 8.24], [-5.01, 2.84, 6.75], [-3.95, 3.30, 5.41], [-3.59, 3.87, 7.03], [-0.37, -1.70, -4.14], [-1.54, -2.47, -4.68], [-0.86, -3.02, -6.16], [-1.16, -2.68, -7.53], [0.30, -3.89, -6.03], [-2.64, -1.14, -4.77], [-3.24, -0.68, -5.99], [-2.32, -0.02, -3.88], [-2.81, -3.60, -4.69], [-3.02, -4.66, -5.65], [-3.95, -3.39, -3.80], [-1.35, -3.58, -8.13], [-0.33, -2.14, -8.00], [-2.05, -2.07, -7.64], [0.03, -4.87, -5.60], [1.06, -3.44, -5.38], [0.77, -4.07, -7.00], [-2.52, -0.16, -6.64], [-4.05, 0.03, -5.77], [-3.71, -1.50, -6.54], [-1.52, 0.61, -4.29], [-2.00, -0.36, -2.90], [-3.20, 0.61, -3.73], [-3.54, -4.29, -6.54], [-3.65, -5.45, -5.21], [-2.10, -5.16, -5.95], [-4.75, -2.87, -4.32], [-3.66, -2.81, -2.93], [-4.33, -4.34, -3.43]],
  "mulliken_charge": [-0.92, -0.37, -0.03, -1.21, 0.54, -0.56, -0.48, -0.39, -0.68, 0.48, -0.60, 0.32, -1.15, 0.65, -1.11, -0.17, 0.36, -0.59, 0.18, -0.19, 0.20, 0.39, 0.21, 0.53, 0.50, 0.50, 0.10, -0.21, 0.09, 0.37, 0.30, 0.56, 0.38, 0.15, 0.44, 0.52, -0.21, -0.33, 0.36, 0.11, -0.88, 0.77, 0.21, -1.01, -1.14, 0.25, -1.21, -1.08, 0.10, -0.86, -0.95, 0.38, 0.33, 0.29, 0.33, 0.28, 0.40, 0.33, 0.40, 0.26, 0.30, 0.35, 0.35, 0.25, 0.36, 0.23, 0.29, 0.29, 0.35, -0.66, 0.63, 0.17, -1.01, -1.10, 0.25, -1.17, -1.17, 0.05, -0.88, -0.96, 0.37, 0.34, 0.28, 0.32, 0.22, 0.42, 0.33, 0.37, 0.28, 0.34, 0.34, 0.40, 0.26, 0.36, 0.24, 0.30, 0.29, 0.36]
}

=====

The evaluated electronic energy for the records listed, in turn: -3419.1374; -2973.7340; -4047.9327; -6162.3840 hartree.